1.
{"formula": "C30H28FN3O9Zn", "method": "ωB97M-V with the def2-TZVPD basis set", "e_tot_ha": -3880.7413, "homo_energy_ev": -0.710, "charge": -2, "orbital_gap_ha": 0.1764, "elements": ["Zn", "C", "C", "C", "C", "C", "C", "C", "F", "C", "C", "C", "O", "C", "C", "N", "C", "C", "O", "O", "H", "H", "H", "H", "H", "H", "H", "H", "H", "H", "H", "C", "O", "C", "C", "C", "C", "C", "C", "O", "C", "O", "C", "H", "H", "H", "H", "H", "H", "H", "H", "H", "O", "O", "C", "N", "C", "O", "C", "C", "C", "C", "N", "C", "H", "H", "H", "H", "H", "H", "H", "H"], "xyz": [[1.492, 2.205, -2.306], [-0.028, 1.706, 4.321], [1.496, 1.658, 4.340], [2.052, 0.581, 5.264], [1.737, -0.804, 4.718], [2.231, -0.932, 3.303], [2.544, -2.163, 2.764], [2.947, -2.259, 1.441], [3.221, -3.499, 0.952], [3.073, -1.160, 0.638], [2.785, 0.099, 1.170], [2.919, 1.285, 0.281], [3.446, 1.179, -0.820], [2.435, 2.523, 0.861], [2.060, 2.542, 2.155], [2.034, 1.469, 2.991], [2.347, 0.214, 2.494], [2.270, 3.818, 0.086], [2.387, 4.877, 0.711], [1.994, 3.709, -1.149], [-0.415, 1.822, 5.337], [-0.445, 0.813, 3.855], [-0.370, 2.548, 3.718], [1.880, 2.624, 4.679], [1.625, 0.713, 6.260], [3.135, 0.706, 5.345], [0.654, -0.964, 4.744], [2.186, -1.581, 5.341], [2.454, -3.064, 3.360], [3.373, -1.226, -0.399], [1.747, 3.486, 2.586], [0.509, -1.280, -5.208], [-0.062, -2.247, -4.326], [-0.147, -1.863, -3.019], [-0.655, -2.846, -2.132], [-0.737, -2.526, -0.808], [-0.380, -1.254, -0.290], [-0.586, -1.013, 1.131], [-0.778, -2.237, 2.042], [-0.648, 0.088, 1.666], [0.134, -0.256, -1.205], [0.517, 0.902, -0.831], [0.237, -0.628, -2.586], [0.528, -1.751, -6.191], [1.513, -0.991, -4.895], [-0.078, -0.362, -5.228], [-0.953, -3.813, -2.515], [-1.121, -3.276, -0.126], [-0.127, -3.068, 1.776], [-1.818, -2.577, 2.014], [-0.565, -1.918, 3.061], [0.638, 0.153, -3.264], [1.344, 1.717, -4.017], [-5.023, -0.881, 0.712], [-4.196, -1.447, -0.315], [-3.533, -0.417, -1.026], [-3.907, -0.063, -2.294], [-4.908, -0.515, -2.836], [-2.995, 0.903, -2.956], [-2.857, 0.874, -4.340], [-1.923, 1.696, -4.931], [-1.145, 2.530, -4.123], [-1.336, 2.632, -2.803], [-2.223, 1.818, -2.245], [-5.271, -1.595, 1.307], [-4.809, -2.007, -1.023], [-3.443, -2.100, 0.136], [-2.590, -0.189, -0.736], [-3.463, 0.183, -4.913], [-1.749, 1.672, -5.999], [-0.345, 3.122, -4.539], [-2.315, 1.902, -1.166]], "lowdin_charge": [0.69, -0.03, -0.32, -0.15, -0.14, -0.15, 0.01, -0.26, 0.03, 0.07, -0.04, -0.34, 0.04, -0.04, 0.02, 0.01, -0.09, -0.61, -0.01, -0.08, 0.08, 0.06, 0.09, 0.14, 0.11, 0.12, 0.10, 0.11, 0.12, 0.14, 0.14, -0.08, -0.10, -0.29, -0.04, -0.09, -0.14, -0.41, -0.03, 0.04, -0.35, -0.09, 0.03, 0.08, 0.09, 0.07, 0.09, 0.09, 0.07, 0.07, 0.06, 0.04, -0.74, -0.05, -0.25, 0.11, -0.43, 0.03, -0.14, -0.03, -0.08, -0.16, 0.08, -0.10, 0.07, 0.12, 0.11, 0.11, 0.11, 0.10, 0.08, 0.12]}

---

2.
{"formula": "C30H28IrN2O3P", "method": "ωB97M-V with the def2-TZVPD basis set", "e_tot_ha": -1939.7762, "multiplicity": 6, "s2": 8.7993, "homo_energy_ev": [-15.379, -17.419], "charge": 3, "orbital_gap_ha": [0.2192, 0.1560], "elements": ["Ir", "C", "C", "C", "C", "C", "O", "C", "N", "C", "C", "C", "C", "C", "C", "P", "C", "C", "C", "C", "C", "C", "C", "C", "C", "C", "C", "C", "H", "H", "H", "H", "H", "H", "H", "H", "H", "H", "H", "H", "H", "H", "H", "H", "H", "H", "H", "H", "H", "H", "H", "H", "O", "C", "O", "C", "C", "C", "C", "C", "N", "H", "H", "H", "H"], "xyz": [[-0.530, 0.232, 0.762], [-3.335, -0.849, 2.166], [-3.503, -1.926, 1.102], [-4.998, -2.202, 0.910], [-2.908, -1.553, -0.260], [-3.057, -2.680, -1.296], [-1.693, -2.961, -1.723], [-0.874, -2.172, -1.072], [-1.430, -1.320, -0.265], [0.567, -2.429, -1.354], [0.833, -3.659, -1.955], [2.128, -4.063, -2.255], [3.200, -3.241, -1.958], [2.960, -2.012, -1.365], [1.666, -1.587, -1.052], [1.473, 0.064, -0.338], [2.778, 0.259, 0.925], [3.365, 1.455, 1.219], [4.242, 1.578, 2.345], [4.493, 0.497, 3.214], [3.898, -0.699, 2.941], [3.027, -0.822, 1.820], [2.062, 1.064, -1.794], [3.435, 1.236, -2.158], [3.773, 1.986, -3.242], [2.742, 2.573, -4.028], [1.371, 2.406, -3.684], [1.042, 1.656, -2.595], [-3.757, -1.197, 3.108], [-3.861, 0.068, 1.886], [-2.289, -0.610, 2.386], [-3.009, -2.844, 1.441], [-5.505, -1.311, 0.533], [-5.452, -2.461, 1.864], [-5.205, -3.025, 0.226], [-3.382, -0.630, -0.610], [-3.625, -2.414, -2.182], [-3.444, -3.602, -0.870], [0.013, -4.324, -2.181], [2.289, -5.027, -2.718], [4.211, -3.548, -2.188], [3.806, -1.375, -1.134], [3.165, 2.353, 0.646], [4.724, 2.534, 2.511], [5.149, 0.618, 4.065], [4.068, -1.572, 3.558], [2.520, -1.772, 1.683], [4.207, 0.764, -1.567], [4.805, 2.131, -3.530], [3.002, 3.144, -4.911], [0.613, 2.880, -4.293], [0.006, 1.512, -2.312], [-0.657, 2.393, 4.133], [-0.763, 1.950, 3.029], [-0.019, 0.936, 2.575], [-1.722, 2.554, 2.022], [-2.488, 3.653, 2.353], [-3.338, 4.188, 1.395], [-3.391, 3.604, 0.137], [-2.593, 2.506, -0.125], [-1.777, 1.991, 0.799], [-2.404, 4.060, 3.351], [-3.954, 5.048, 1.625], [-4.046, 3.988, -0.632], [-2.621, 2.004, -1.085]], "lowdin_charge": [1.27, -0.07, -0.38, -0.04, -0.26, -0.01, 0.05, -0.30, -0.06, -0.10, 0.04, 0.01, -0.01, -0.07, -0.29, 0.89, -0.33, -0.01, 0.11, 0.03, 0.04, 0.07, -0.21, -0.03, 0.02, 0.11, 0.03, -0.03, 0.10, 0.09, 0.03, 0.15, 0.10, 0.10, 0.08, 0.15, 0.15, 0.14, 0.14, 0.14, 0.13, 0.10, 0.13, 0.15, 0.15, 0.15, 0.14, 0.12, 0.14, 0.15, 0.14, 0.10, 0.16, -0.56, -0.26, -0.19, 0.05, 0.02, -0.01, -0.11, -0.07, 0.14, 0.14, 0.13, 0.11]}

---

3.
{"formula": "C30H28N5O2PRe", "method": "ωB97M-V with the def2-TZVPD basis set", "e_tot_ha": -2002.3568, "multiplicity": 2, "s2": 0.7734, "homo_energy_ev": [-19.714, -19.699], "charge": 4, "orbital_gap_ha": [0.1721, 0.1843], "elements": ["Re", "O", "N", "C", "C", "C", "C", "C", "C", "C", "P", "C", "C", "C", "C", "C", "C", "C", "C", "C", "C", "C", "C", "H", "H", "H", "H", "H", "H", "H", "H", "H", "H", "H", "H", "H", "H", "H", "H", "N", "C", "O", "C", "C", "C", "C", "N", "C", "H", "H", "H", "H", "H", "H", "N", "C", "C", "C", "C", "C", "N", "H", "H", "H", "H", "H", "H"], "xyz": [[-0.128, -0.437, 0.427], [0.827, 1.746, 1.804], [0.226, 1.399, 0.588], [-0.223, 2.462, -0.155], [-0.893, 2.496, -1.365], [-1.363, 3.805, -1.718], [-2.160, 4.002, -2.826], [-2.489, 2.909, -3.611], [-2.006, 1.610, -3.317], [-1.206, 1.388, -2.228], [-0.442, -0.238, -1.961], [-1.355, -1.548, -2.733], [-1.217, -1.754, -4.114], [-1.909, -2.785, -4.726], [-2.724, -3.621, -3.972], [-2.846, -3.438, -2.597], [-2.167, -2.403, -1.978], [1.208, -0.152, -2.658], [1.833, 1.048, -3.010], [3.095, 1.022, -3.586], [3.728, -0.191, -3.827], [3.102, -1.390, -3.495], [1.851, -1.375, -2.907], [1.141, 2.669, 1.795], [-0.060, 3.422, 0.333], [-1.102, 4.645, -1.085], [-2.523, 4.990, -3.078], [-3.112, 3.047, -4.488], [-2.265, 0.798, -3.985], [-0.560, -1.123, -4.703], [-1.807, -2.947, -5.791], [-3.261, -4.426, -4.456], [-3.465, -4.110, -2.017], [-2.273, -2.281, -0.905], [1.337, 2.001, -2.880], [3.575, 1.947, -3.880], [4.700, -0.206, -4.302], [3.583, -2.334, -3.718], [1.354, -2.316, -2.696], [2.309, -5.758, 0.166], [2.886, -4.799, -0.584], [3.348, -4.920, -1.692], [2.877, -3.375, -0.052], [4.078, -2.654, -0.086], [4.076, -1.292, 0.167], [2.871, -0.651, 0.356], [1.704, -1.336, 0.362], [1.717, -2.688, 0.211], [2.370, -6.702, -0.196], [2.277, -5.667, 1.169], [4.996, -3.179, -0.329], [4.993, -0.718, 0.178], [2.811, 0.419, 0.494], [0.753, -3.197, 0.222], [-0.535, -0.697, 2.658], [-1.963, -0.637, 2.401], [-3.010, -0.767, 3.268], [-4.291, -0.678, 2.711], [-4.457, -0.465, 1.342], [-3.349, -0.362, 0.529], [-2.110, -0.445, 1.063], [-0.266, -1.535, 3.175], [-0.208, 0.106, 3.199], [-2.858, -0.927, 4.328], [-5.160, -0.779, 3.350], [-5.446, -0.390, 0.911], [-3.417, -0.217, -0.541]], "lowdin_charge": [1.52, -0.01, -0.25, 0.04, -0.20, 0.08, 0.03, 0.08, 0.01, -0.26, 0.98, -0.39, -0.07, -0.01, 0.00, -0.03, -0.11, -0.37, -0.06, -0.02, 0.00, -0.02, -0.10, 0.15, 0.16, 0.15, 0.15, 0.15, 0.13, 0.13, 0.14, 0.14, 0.13, 0.07, 0.11, 0.13, 0.14, 0.13, 0.12, 0.21, -0.50, 0.13, -0.08, 0.09, 0.04, -0.07, -0.16, -0.06, 0.15, 0.13, 0.16, 0.15, 0.12, 0.14, 0.06, -0.31, 0.07, 0.07, 0.03, -0.06, -0.09, 0.15, 0.13, 0.15, 0.15, 0.15, 0.12]}